A structure of composition C20H23BrF11NO4PSTi at a distorted geometry, computed with the ωB97M-V functional and the def2-TZVPD basis.

Relative energy (zero: lowest compared OMol25 entry of this formula, charge and spin): 214.0 kJ/mol
LUMO (spin up / spin down): -0.2108 / -0.2128 eV
M: 741.20 Da
Spin multiplicity: 2
Maximum force: 1.23 eV/A
DFT total energy: -6393.3603 Ha
Gap between HOMO and LUMO (spin up / spin down): 0.20594 / 0.20111 Eh

Each line ends with the Mulliken spin population.
Cartesian coordinates (Å):
Ti1 0.63 -0.05 0.55  0.77
Br1 0.47 -2.23 2.76  0.00
C1 2.25 -1.78 2.26  -0.04
C2 3.31 -2.20 2.98  0.05
C3 4.62 -1.80 2.53  -0.02
C4 4.73 -1.10 1.38  0.03
C5 3.55 -0.77 0.62  0.02
N1 2.27 -1.01 1.14  0.03
C6 3.70 -0.17 -0.60  0.03
O1 4.44 0.23 -1.43  0.03
O2 1.96 0.01 -1.12  0.00
H1 3.16 -2.81 3.85  0.00
H2 5.49 -2.05 3.11  0.00
H3 5.69 -0.79 0.99  0.00
C7 -1.67 -2.50 -0.41  0.02
C8 -1.64 -1.51 -1.57  -0.01
O3 -0.87 -0.33 -1.27  0.03
C9 -1.05 0.61 -2.35  -0.01
C10 -0.48 1.97 -2.02  0.03
H4 -1.21 -3.45 -0.68  0.00
H5 -2.69 -2.69 -0.08  0.00
H6 -1.12 -2.11 0.45  -0.01
H7 -2.65 -1.18 -1.82  0.00
H8 -1.22 -1.96 -2.47  0.00
H9 -2.13 0.69 -2.52  0.00
H10 -0.59 0.19 -3.25  0.00
H11 -0.96 2.41 -1.15  0.00
H12 -0.66 2.62 -2.88  0.00
H13 0.60 1.94 -1.85  0.00
F1 2.48 1.35 -3.48  0.00
C11 2.17 0.06 -3.50  0.00
C12 1.87 -0.60 -2.31  0.01
C13 1.53 -1.95 -2.40  0.00
F2 1.26 -2.63 -1.28  0.00
C14 1.45 -2.61 -3.61  0.00
F3 1.09 -3.90 -3.66  0.00
C15 1.73 -1.93 -4.78  0.00
F4 1.66 -2.55 -5.96  0.00
C16 2.10 -0.59 -4.72  0.00
F5 2.37 0.07 -5.84  0.00
F6 0.86 2.11 0.59  0.01
P1 1.43 2.58 2.14  0.00
F7 1.02 1.02 2.57  0.00
F8 2.86 2.04 1.70  0.00
F9 1.75 4.02 1.57  0.00
F10 -0.08 3.02 2.47  0.00
F11 1.91 2.90 3.61  0.00
C17 -5.24 0.16 1.68  0.00
C18 -3.79 -0.16 2.01  0.00
S1 -2.66 0.69 0.91  0.00
O4 -1.29 0.31 1.45  0.01
C19 -2.89 2.40 1.41  0.00
C20 -2.96 2.64 2.91  0.00
H14 -5.90 -0.40 2.34  0.00
H15 -5.48 -0.11 0.65  0.00
H16 -5.46 1.22 1.82  0.00
H17 -3.56 -1.21 1.85  0.00
H18 -3.51 0.10 3.03  0.00
H19 -3.76 2.77 0.86  0.00
H20 -2.00 2.88 1.00  0.00
H21 -3.91 2.31 3.34  0.00
H22 -2.86 3.71 3.10  0.00
H23 -2.14 2.14 3.41  0.00